A molecular structure, C27H54InP2Si at a distorted geometry, computed with ωB97M-V with the def2-TZVPD basis set.

The HOMO energy (alpha / beta) is -8.25 / -7.85 eV. The calculation puts the LUMO energy (alpha / beta) at -5.59 / -5.71 eV. For the HOMO-LUMO gap (alpha / beta), the calculation gives 2.7 / 2.1 eV. The relative energy (zero: lowest compared OMol25 entry of this formula, charge and spin) comes out at 176.60 kJ/mol. As for the net charge: +1. Its total energy is -60490.5298 eV.

XYZ file:
```
85
Properties=species:S:1:pos:R:3:forces:R:3:mulliken_charge:R:1
In -0.4850 -2.3017 -1.2277 0.487 3.274 0.556 -0.049
P -2.8159 0.3507 -0.4786 0.648 -0.807 -0.404 0.833
P 0.5800 -0.1719 2.8127 -0.157 -0.249 -1.034 0.935
Si -0.9938 3.7195 2.0399 -0.755 2.385 0.894 1.014
C -0.9481 -3.5512 0.5794 -0.227 -0.592 0.267 -0.245
C -2.0322 -4.5653 0.2850 -0.904 -0.578 -0.074 -0.992
C 1.7549 1.0688 3.4349 0.203 0.388 0.439 -0.836
C 0.7361 -4.9719 -0.7281 0.309 -0.644 -1.042 -0.929
C 1.4353 -1.7297 3.2907 0.071 -0.069 0.050 -1.248
C 1.1322 1.6570 -1.8121 -0.614 -1.831 -2.007 0.709
C -1.9725 -3.6708 -2.1868 -0.695 -0.878 -0.079 -0.347
C 0.3415 2.8712 -2.1071 -0.241 0.412 -0.183 -0.987
C 0.3937 -3.7749 0.1358 0.109 -0.434 0.543 0.003
C 3.6451 -0.4249 0.0065 0.547 -0.170 0.226 -1.530
C 0.3684 4.3889 3.1587 0.388 -0.924 -0.265 -1.291
C 1.0995 0.4593 -2.5668 -0.869 1.983 0.774 0.678
C -3.2305 0.1434 -2.2660 0.062 0.032 -0.166 -1.160
C -0.7851 -0.1587 4.0254 -0.033 0.009 0.354 -1.001
C 0.2785 0.2075 -3.7746 -0.134 -0.013 -0.651 -1.090
C 2.0287 -0.4463 -1.9893 0.049 -0.484 0.737 0.362
C 2.5300 2.5733 0.1429 0.267 0.104 0.094 -1.120
C 0.2149 -4.9907 -2.2674 1.278 -0.774 1.017 -1.214
C -2.5465 -4.6661 -1.1966 -0.504 -0.664 1.236 -1.114
C -0.6824 -3.8662 -2.7465 0.067 -0.553 -0.258 -0.410
C -1.2867 4.9174 0.6140 0.539 -0.821 -0.525 -1.164
C 2.3948 -1.7951 -2.4981 0.503 -0.390 -0.478 -1.290
C 2.1001 1.5051 -0.7850 1.265 -2.010 0.378 0.740
C -2.5687 3.3765 3.0167 0.191 -0.600 -0.288 -1.210
C -4.0679 -0.7943 0.2273 -0.065 0.051 0.365 -1.124
C -3.5690 1.9661 -0.1684 -0.423 0.714 0.109 -0.977
C 2.6231 0.1889 -0.8683 -0.461 1.482 0.320 0.199
H 1.8439 -5.0353 -0.7590 -0.634 0.017 -0.113 0.384
H -2.7453 2.2965 3.1251 -0.147 0.334 0.104 0.322
H 1.2044 -3.3853 0.7590 -0.248 -0.009 -0.260 0.300
H -0.7046 2.6158 -2.3309 0.161 0.114 0.027 0.133
H 0.8581 0.4144 -4.6898 -0.234 -0.020 0.126 0.327
H -0.2218 -6.0059 -2.4190 -0.013 0.726 -0.151 0.451
H -1.7210 -5.5723 0.6196 0.109 0.247 -0.074 0.362
H -4.5744 2.0477 -0.5841 -0.102 0.038 0.015 0.487
H -2.4245 -5.7247 -1.5094 0.121 0.562 -0.241 0.352
H 4.6502 -0.3415 -0.4377 -0.143 -0.110 0.227 0.332
H 0.4135 -5.9213 -0.2518 0.008 0.496 -0.058 0.395
H -5.0779 -0.3639 0.1742 0.177 -0.178 -0.033 0.430
H -2.9568 2.7528 -0.6144 -0.004 -0.143 -0.177 -0.046
H 0.3498 3.5672 -1.2614 -0.011 -0.039 -0.151 -0.058
H -2.4689 3.8182 4.0200 0.187 -0.173 -0.254 0.438
H 2.5011 -2.5215 -1.6751 -0.039 0.255 -0.346 0.233
H -3.6178 2.1980 0.8971 -0.085 -0.230 -0.007 0.211
H -0.3291 5.2871 0.2149 -0.333 -0.112 0.138 0.400
H -0.4174 -0.1903 5.0585 -0.148 0.006 -0.081 0.370
H 1.6977 -1.7394 4.3613 -0.071 -0.044 -0.313 0.432
H -2.6263 -0.6855 -2.6692 -0.254 0.321 0.068 0.020
H -3.8062 -0.9762 1.2773 -0.204 -0.048 -0.153 0.305
H 1.6520 -2.1803 -3.2145 0.318 0.131 0.306 0.215
H -1.0973 -2.9786 1.4957 0.199 0.056 -0.226 0.246
H -0.6109 0.8512 -3.7922 0.185 -0.170 -0.050 0.293
H -3.4390 3.8300 2.5205 0.321 -0.188 -0.004 0.491
H -4.0474 -1.7604 -0.2969 0.077 0.304 0.110 0.154
H -0.0609 -0.8383 -3.8434 0.077 0.300 0.019 -0.042
H 3.4484 -1.4951 0.1689 0.052 0.241 0.010 0.202
H -2.7407 -3.1052 -2.7084 0.390 0.067 -0.292 0.655
H 2.7393 0.9220 2.9798 -0.155 -0.093 0.022 0.280
H -0.3952 -3.4164 -3.6984 -0.391 -0.165 0.094 0.931
H 2.9403 3.4321 -0.4112 -0.146 -0.133 0.162 0.370
H -2.9007 -4.3469 0.9341 0.368 0.103 -0.326 0.401
H -1.8587 5.7760 0.9993 0.062 -0.314 0.187 0.446
H -3.6443 -4.5344 -1.1396 0.509 0.083 -0.240 0.394
H 3.6723 0.0670 0.9868 0.077 -0.162 -0.147 0.235
H 2.3516 -1.8379 2.6926 -0.223 0.061 0.181 0.259
H 0.4865 3.7866 4.0707 -0.029 0.243 -0.262 0.381
H -1.8504 4.4628 -0.2126 0.146 0.271 0.247 0.306
H -4.2964 -0.0904 -2.4061 0.249 0.149 0.001 0.451
H -1.4202 0.7244 3.8885 0.152 -0.162 0.086 0.021
H 1.1455 -4.9705 -2.8699 -0.621 0.020 0.184 0.286
H 0.7403 3.4063 -2.9836 -0.156 -0.024 0.212 0.363
H -1.4105 -1.0426 3.8441 0.115 0.189 0.047 0.356
H 1.8656 1.0276 4.5223 0.090 -0.006 0.013 0.459
H 1.6861 2.9466 0.7430 -0.029 0.029 0.046 -0.253
H 1.4405 2.0813 3.1590 0.052 -0.298 0.042 -0.192
H 0.7883 -2.5904 3.0639 0.164 0.254 0.127 0.323
H -2.9806 1.0562 -2.8278 -0.056 -0.291 0.130 0.433
H 1.3342 4.4336 2.6323 -0.275 0.065 0.247 0.417
H 3.3096 2.2173 0.8238 -0.180 0.126 -0.044 0.454
H 0.0835 5.4114 3.4522 -0.191 -0.187 -0.235 0.433
H 3.3632 -1.7783 -3.0296 -0.145 0.139 0.154 0.504
```
Forces are in eV/Å.